[1]
Formula: C20H41N3O5
Source: the OMol25 dataset
Level of theory: the ωB97M-V functional and the def2-TZVPD basis

Properties
**E_LUMO**: 0.39 eV
**Frontier orbital gap**: 9.173 eV
**SMILES string**: CC[C@H](C)[C@]1(O)C[C@H](OC[C@H](C)C(C)C)C(=O)N1.CN(C)C=O.CN(C)C=O

Positions of all 69 atoms, in Å:
O1 -1.934 -1.306 0.778
O2 4.568 -2.421 3.595
O3 -1.412 0.133 -1.648
O4 -2.953 3.040 -6.714
O5 1.022 1.938 1.734
N1 5.503 -3.863 2.084
N2 0.260 1.380 -0.349
N3 -1.730 1.609 -5.411
C1 2.646 0.957 0.197
C2 0.556 -0.576 1.149
C3 -5.462 0.441 -0.982
C4 -6.347 1.362 1.240
C5 3.728 0.169 1.061
C6 1.156 0.876 0.769
C7 3.610 0.384 2.641
C8 6.693 -3.050 1.921
C9 -3.716 1.340 2.393
C10 -2.150 2.835 -5.824
C11 4.530 -3.444 2.938
C12 5.387 -5.097 1.334
C13 -0.799 0.388 -0.602
C14 -3.154 -1.007 1.485
C15 -3.849 0.378 1.091
C16 -0.979 -0.249 0.862
C17 -2.263 0.429 -6.064
C18 -0.767 1.445 -4.339
C19 3.043 2.501 -0.067
C20 -5.398 0.206 0.622
H1 4.594 0.241 3.194
H2 -3.349 0.414 -5.948
H3 -2.697 1.251 2.895
H4 3.211 1.404 2.943
H5 -3.343 0.945 0.248
H6 -3.807 2.408 2.003
H7 2.126 3.157 -0.251
H8 -4.748 1.276 -1.303
H9 -1.221 0.860 -3.535
H10 6.405 -2.060 1.562
H11 3.673 2.596 -1.021
H12 -7.375 1.366 0.762
H13 5.428 -4.871 0.265
H14 3.672 -4.133 2.988
H15 -1.684 3.662 -5.263
H16 4.759 0.469 0.697
H17 6.217 -5.757 1.600
H18 7.189 -2.941 2.888
H19 2.617 0.480 -0.849
H20 -4.485 1.093 3.196
H21 -5.195 -0.507 -1.544
H22 4.445 -5.601 1.556
H23 0.893 -1.432 0.466
H24 -5.868 2.396 1.112
H25 -2.025 0.470 -7.129
H26 -3.894 -1.836 1.198
H27 -5.775 -0.841 0.895
H28 -6.507 0.815 -1.269
H29 -6.442 1.196 2.359
H30 -3.061 -1.068 2.622
H31 0.109 0.916 -4.727
H32 -1.835 -0.474 -5.627
H33 -1.180 0.654 1.517
H34 3.634 -0.960 0.882
H35 0.879 1.599 2.638
H36 7.377 -3.513 1.209
H37 2.903 -0.428 3.026
H38 -0.455 2.413 -3.944
H39 3.584 2.965 0.824
H40 0.718 1.410 -1.271
H41 0.723 -0.831 2.243


[2]
Formula: C20H42AsF12N6O12S2Tl
Source: the OMol25 dataset
Level of theory: the ωB97M-V functional and the def2-TZVPD basis

Properties
**E_LUMO**: -5.60 eV
**Frontier orbital gap**: 3.737 eV

Positions of all 96 atoms, in Å:
Tl1 19.303 -0.417 -7.348
As1 17.884 -1.572 -3.999
S1 15.970 0.372 -8.514
S2 22.914 -1.166 -9.628
F1 18.841 -2.460 -2.762
F2 13.595 -0.191 -7.234
F3 13.994 1.881 -7.459
F4 19.288 -0.475 -4.263
F5 16.555 -2.747 -3.854
F6 17.192 -0.433 -2.816
F7 21.694 -0.615 -12.000
F8 18.614 -2.559 -5.358
F9 15.046 0.793 -5.961
F10 23.148 -2.199 -12.126
F11 21.280 -2.638 -11.239
F12 17.105 -0.661 -5.363
O1 21.732 -0.677 -8.889
O2 18.508 1.924 -5.895
O3 21.675 0.802 -5.890
O4 15.419 0.529 -9.852
O5 19.131 -3.002 -8.671
O6 21.281 -2.185 -6.072
O7 19.871 2.051 -8.701
O8 16.511 -0.972 -8.234
O9 16.981 1.344 -8.219
O10 23.388 -2.342 -8.970
O11 23.882 -0.096 -9.905
O12 18.851 -0.182 -10.285
N1 18.035 -4.977 -8.592
N2 20.054 3.985 -9.807
N3 18.130 -0.727 -12.280
N4 23.846 1.023 -5.320
N5 23.367 -2.806 -6.319
N6 16.960 3.394 -6.443
C1 24.601 -3.429 -5.916
C2 18.756 0.094 -11.455
C3 20.468 -4.889 -8.474
C4 20.573 2.877 -9.277
C5 14.544 0.716 -7.191
C6 22.211 -1.699 -11.363
C7 16.696 -4.444 -8.667
C8 18.009 3.460 -4.168
C9 19.336 1.337 -12.016
C10 22.288 -2.846 -4.050
C11 24.397 0.635 -6.596
C12 22.322 -2.592 -5.530
C13 22.003 2.602 -9.406
C14 19.136 -4.212 -8.591
C15 16.153 4.581 -6.174
C16 22.125 1.314 -3.582
C17 22.522 1.046 -5.071
C18 17.849 2.894 -5.564
C19 17.469 -1.950 -11.877
C20 18.661 4.407 -9.690
H1 20.501 -5.716 -9.183
H2 15.953 -5.236 -8.759
H3 22.284 1.945 -10.230
H4 18.194 -2.657 -11.473
H5 25.400 0.222 -6.484
H6 20.613 4.600 -10.381
H7 18.218 -0.645 -13.282
H8 24.362 1.490 -7.271
H9 22.916 1.209 -2.840
H10 18.379 2.662 -3.524
H11 22.054 -3.904 -3.930
H12 16.764 5.400 -5.794
H13 23.257 -2.606 -3.613
H14 22.370 2.114 -8.503
H15 16.774 -1.810 -11.048
H16 24.598 -4.082 -5.043
H17 16.916 2.891 -7.318
H18 23.802 -0.169 -7.028
H19 18.489 5.451 -9.951
H20 18.244 -5.917 -8.288
H21 17.046 3.784 -3.773
H22 18.090 3.859 -10.439
H23 16.869 -2.368 -12.685
H24 21.795 2.352 -3.545
H25 21.232 0.730 -3.362
H26 23.262 -2.463 -7.263
H27 15.575 4.807 -7.070
H28 20.551 -5.311 -7.472
H29 22.568 3.518 -9.577
H30 21.259 -4.185 -8.730
H31 18.690 2.164 -11.723
H32 15.436 4.269 -5.415
H33 20.342 1.554 -11.656
H34 18.335 4.114 -8.692
H35 25.012 -4.033 -6.725
H36 21.558 -2.207 -3.554
H37 24.516 1.261 -4.603
H38 16.392 -3.909 -7.767
H39 16.613 -3.743 -9.498
H40 18.660 4.334 -4.201
H41 25.291 -2.616 -5.687
H42 19.400 1.247 -13.100